20
Properties=species:S:1:pos:R:3 method="wB97M-V/def2-TZVPD" e_lumo_ev=-10.803 e_homo_ev=-17.96 gap_ev=7.155 total_charge=+2 smiles="S=C([N+]1=CC=NC1)[N+]1=CC=NC1" multiplicity=1
C -1.1555 2.9370 0.0153
C -0.4184 -2.9741 0.7275
C -0.9607 1.6668 -0.6039
C -0.5518 -1.5893 0.3819
C 1.0060 0.0356 -0.5985
C 0.8048 2.2877 0.7544
C 1.3168 -2.5044 -0.4814
N -0.1184 3.2277 0.6895
N 0.6467 -3.4845 0.1770
N 0.1799 1.1876 -0.1708
N 0.5867 -1.2359 -0.2387
S 2.3692 0.5939 -1.3967
H -1.9651 3.6654 -0.1330
H -1.0952 -3.6199 1.3095
H -1.7622 1.1885 -1.0941
H -1.2242 -0.9258 0.9366
H 1.6236 2.7783 0.2461
H 1.3284 1.8609 1.6494
H 2.4300 -2.5605 -0.2272
H 1.3220 -3.0459 -1.4414



99
Properties=species:S:1:pos:R:3 method="wB97M-V/def2-TZVPD" e_lumo_ev="-5.555 / -6.622" e_homo_ev="-13.26 / -14.03" gap_ev="7.704 / 7.408" total_charge=+2 multiplicity=6
Ru 0.5818 -0.4124 0.0604
C 0.7775 -0.3189 4.7154
C 0.9749 -0.0491 3.3566
N 0.5375 -0.8510 2.4063
C -0.1347 -1.9707 2.7475
C -0.3421 -2.3457 4.0751
C 0.1286 -1.4727 5.0741
C -1.0101 -3.5870 4.3641
C -1.4328 -4.3925 3.3689
C -1.2647 -4.0132 1.9910
C -1.7261 -4.7980 0.9163
C -1.5785 -4.3456 -0.3699
C -0.9819 -3.1019 -0.5834
N -0.5274 -2.3550 0.4126
C -0.6456 -2.8009 1.6856
H 1.1391 0.3764 5.4616
H 1.5092 0.8398 3.0337
H -0.0296 -1.7201 6.1183
H -1.1668 -3.8637 5.4014
H -1.9292 -5.3314 3.5919
H -2.2074 -5.7476 1.1183
H -1.9335 -4.9238 -1.2140
H -0.8812 -2.6895 -1.5808
C -2.4627 5.9228 1.0402
C -1.3979 5.0347 1.6714
C -1.5564 4.9784 3.1784
C 0.0026 5.4848 1.2816
O -1.6017 3.6621 1.2031
Si -1.4744 2.9331 -0.2133
S 0.4732 1.8276 -0.0849
O -1.3240 3.9373 -1.4508
C -1.5137 3.8584 -2.8952
C -1.0137 5.1820 -3.4418
C -0.6967 2.6980 -3.4460
C -2.9951 3.6650 -3.1875
O -2.5614 1.7639 -0.4705
C -3.5161 1.0007 0.3262
C -4.7840 1.8282 0.4479
C -3.7577 -0.2749 -0.4643
C -2.9336 0.6726 1.6978
H -2.4037 6.9319 1.4521
H -3.4586 5.5209 1.2481
H -2.3225 5.9773 -0.0438
H -1.4360 5.9788 3.6014
H -0.7999 4.3222 3.6176
H -2.5488 4.6061 3.4462
H 0.1708 6.5118 1.6139
H 0.1309 5.4479 0.1944
H 0.7555 4.8412 1.7473
H 0.0357 5.3302 -3.1738
H -1.5994 6.0062 -3.0288
H -1.1060 5.2011 -4.5310
H 0.3648 2.8334 -3.2126
H -0.8198 2.6548 -4.5324
H -1.0398 1.7488 -3.0139
H -3.5792 4.4632 -2.7227
H -3.3410 2.7045 -2.7959
H -3.1704 3.6896 -4.2661
H -5.1562 2.0889 -0.5450
H -4.5753 2.7521 0.9946
H -5.5615 1.2739 0.9794
H -4.1834 -0.0441 -1.4434
H -4.4401 -0.9402 0.0709
H -2.8075 -0.7844 -0.6157
H -2.6885 1.5820 2.2471
H -2.0190 0.0837 1.5840
H -3.6541 0.0934 2.2797
C 1.1436 -0.3845 -4.7816
S 1.7906 -0.3064 -3.1188
O 0.7054 -0.9498 -2.2588
C 3.0460 -1.5630 -3.3286
C 4.3662 -1.1747 -3.4862
C 5.3480 -2.1538 -3.5871
C 4.9999 -3.4971 -3.5244
C 3.6652 -3.8717 -3.3866
C 2.6794 -2.9002 -3.2792
H 0.8412 -1.4096 -4.9942
H 1.9422 -0.0672 -5.4542
H 0.2972 0.2990 -4.8463
H 4.6301 -0.1225 -3.5286
H 6.3845 -1.8658 -3.7184
H 5.7733 -4.2550 -3.5852
H 3.3957 -4.9224 -3.3766
H 1.6321 -3.1686 -3.1719
S 3.0740 -0.5422 0.1709
C 3.2278 -2.1415 0.8463
N 3.5645 -2.2855 2.1183
C 3.8466 -3.5834 2.7595
C 4.2590 -4.5864 1.6980
C 3.2262 -4.5876 0.5881
N 3.0423 -3.2130 0.0956
H 3.7427 -1.4340 2.6231
H 2.9575 -3.9276 3.2932
H 4.6411 -3.4393 3.4866
H 4.3426 -5.5809 2.1330
H 5.2349 -4.3092 1.2946
H 2.2714 -4.9714 0.9554
H 3.5420 -5.2107 -0.2450
H 2.8966 -3.0491 -0.8858



15
Properties=species:S:1:pos:R:3 method="wB97M-V/def2-TZVPD" e_lumo_ev=0.218 e_homo_ev=-10.34 gap_ev=10.562 smiles="CCC=O.O=CO" multiplicity=1
O -2.7726 2.8532 1.7626
C -2.7137 2.2946 0.6823
O -1.5536 2.2094 -0.0158
H -3.5575 1.6999 0.2344
H -1.4533 1.2535 -0.3128
O -0.9824 -0.2433 -0.7728
C 0.1345 -0.1346 -0.2694
C 0.9570 -1.3192 0.2760
C 2.2073 -1.5064 -0.5751
H 0.5414 0.9183 -0.1736
H 0.2377 -2.1974 0.2654
H 1.3135 -1.0918 1.2902
H 1.8926 -1.8283 -1.5673
H 2.8725 -2.3013 -0.1528
H 2.8765 -0.6067 -0.6712



20
Properties=species:S:1:pos:R:3 method="wB97M-V/def2-TZVPD" e_lumo_ev=0.980 e_homo_ev=-8.34 gap_ev=9.323 smiles=NC1(C2(N)CC2)CC1 multiplicity=1
C 0.5221 -0.1074 0.0024
C 1.7451 0.9138 -0.0207
C 1.6799 -0.2688 -0.9717
C -0.9040 -0.0551 -0.2121
C -1.5666 0.5786 0.8958
C -1.3211 1.2240 -0.4592
H 1.7652 -1.0477 1.4354
H -0.0228 -1.2895 1.8828
H 2.3647 1.0360 0.9309
H 1.4078 2.0389 -0.1180
H 1.8041 -0.0869 -2.1590
H 2.4982 -1.0767 -0.5331
H -0.8870 -1.9838 -0.3979
H -1.5519 -1.4762 -1.7793
H -1.1749 0.5994 1.9362
H -2.5858 0.0852 1.0022
H -2.2532 1.3460 -0.9827
H -0.6295 1.9914 -0.6580
N 0.7775 -1.1223 0.9379
N -1.6677 -1.2988 -0.7320



The records above yield ΔE to the lowest compared entry with this formula, charge and spin values of 0.6913, 0.1284, 1.5927, 5.9243 eV, respectively.
The records above yield calculated total energy values of -24162.062, -94231.947, -10419.411, -9390.925 eV, respectively.